Entry 1:
The following is a DFT calculation (ωB97M-V/def2-TZVPD) of C3H2N2O2 as an isolated structure in a non-equilibrium geometry.

The charge is 0. The calculation puts the energy above the lowest of the compared OMol25 structures with the same formula, charge and spin at 3.111 eV. As for the HOMO energy: -10.447 eV. Its spin multiplicity is 1.

```
9
Properties=species:S:1:pos:R:3:mulliken_charge:R:1
O 1.7364 -2.1744 -0.6635 -0.390
C 0.6861 -1.7500 -0.2732 -0.164
C 0.4371 -0.2591 -0.1591 0.698
N -0.8698 0.0096 0.3105 -0.559
C -0.8270 1.2602 0.3155 0.727
N -0.5741 2.4432 0.2446 -0.466
O 1.2581 0.5855 -0.4367 -0.514
H -0.1709 -2.3790 0.0299 0.340
H -1.6759 2.2640 0.6320 0.327
```

Entry 2:
The following is a DFT calculation (ωB97M-V/def2-TZVPD) of a 30-piece molecular cluster, C9H78BN3O34S overall in a non-equilibrium geometry.

The charge is 0. As for the HOMO energy: -9.874 eV. Its spin multiplicity is 1.

```
126
Properties=species:S:1:pos:R:3:mulliken_charge:R:1
C 4.0066 -0.3822 -0.0262 -1.110
C 2.6371 0.3325 0.2889 0.192
C 1.4569 -0.6371 0.6965 -0.779
C 0.3713 -0.8929 -0.4287 0.891
C 1.1536 -1.0502 -1.8197 -1.662
C -0.7941 0.1839 -0.4840 0.719
C -0.5525 1.6304 0.0566 0.190
C -0.6319 2.7527 -1.0594 -1.054
N -1.0771 3.9044 -0.6848 -0.747
O -1.0489 0.2740 -1.9469 -0.439
S -2.1886 -0.7577 -2.5240 1.794
O -1.7846 -1.8286 -3.4755 -0.691
O -3.3753 -0.1485 -3.2010 -0.764
O -2.4400 -1.5499 -1.0796 -0.267
C -2.1080 -0.5819 -0.0099 -0.332
N -2.0551 -1.2464 1.3121 -0.595
B -3.4927 0.2646 0.0915 1.135
N -4.7455 -0.5229 0.3046 -0.543
O -3.5950 1.6706 -0.0234 -0.822
H 4.2014 -1.2881 0.5954 0.214
H 4.8553 0.3335 0.1929 0.328
H 4.0685 -0.5736 -1.1354 0.084
H 2.8196 1.0035 1.1795 0.342
H 2.2941 1.0337 -0.5236 0.176
H 0.9135 -0.2610 1.6093 -0.181
H 1.9148 -1.6260 0.9635 0.866
H -0.0446 -1.9225 -0.2334 -0.431
H 1.4426 -0.0716 -2.2637 0.188
H 2.0975 -1.6023 -1.5493 0.349
H 0.5974 -1.7256 -2.5121 0.572
H -1.2880 1.8838 0.8733 0.592
H 0.4596 1.7780 0.5303 0.086
H -0.2808 2.6107 -2.1039 0.520
H -1.3232 3.8563 0.3135 0.338
H -2.6967 -0.6954 1.8893 0.410
H -1.1467 -1.1129 1.7623 0.086
H -4.9229 -0.9895 -0.5931 0.163
H -5.5457 0.0958 0.4527 0.170
H -4.3872 1.9041 0.5039 0.186
O 2.1314 3.4520 -0.1249 -0.508
H 2.9348 3.8674 -0.4622 0.210
H 1.4191 3.9259 -0.5722 0.357
O 5.1018 4.0055 -0.3171 -0.594
H 5.3450 3.2047 0.1602 0.227
H 5.9206 4.2760 -0.7491 0.282
O 2.1670 -0.7947 -4.4930 -0.511
H 1.5225 -1.2278 -5.0656 0.281
H 2.8162 -0.4284 -5.1046 0.243
O 6.9344 2.2566 -1.9084 -0.636
H 6.2344 2.5648 -2.4964 0.330
H 7.6281 1.9631 -2.5078 0.280
O -0.1020 -3.2606 1.9408 -0.661
H -0.8094 -2.9442 1.3598 0.339
H 0.5890 -3.5492 1.3333 0.308
O -1.2270 0.1214 3.4486 -0.599
H -1.3592 0.3614 4.3715 0.285
H -1.1994 0.9723 2.9918 0.166
O -4.1540 3.4881 2.0202 -0.438
H -4.2996 3.7415 2.9397 0.193
H -4.0931 4.3289 1.5557 0.272
O 2.9769 -3.5159 -0.1442 -0.528
H 3.2344 -4.3068 0.3426 0.281
H 3.7941 -3.2197 -0.5595 0.256
O 2.5055 0.2177 3.8741 -0.563
H 2.1448 -0.6318 3.5961 0.280
H 3.3799 0.0004 4.2236 0.291
O -5.7998 3.8135 4.7366 -0.601
H -5.8272 4.1384 5.6425 0.271
H -6.3150 4.4607 4.2417 0.322
O 5.3102 0.5743 -3.6699 -0.504
H 5.6838 -0.1972 -4.1129 0.272
H 5.4191 0.3827 -2.7303 0.276
O 4.8060 0.9148 5.8348 -0.618
H 4.6362 1.1568 6.7502 0.309
H 4.8142 1.7601 5.3650 0.310
O -0.2273 3.0125 3.5846 -0.522
H 0.5702 3.2068 3.0775 0.269
H -0.3759 3.8092 4.1029 0.256
O -0.1519 -5.0921 4.5778 -0.639
H -0.5588 -5.9571 4.4541 0.314
H -0.2510 -4.6668 3.7171 0.338
O -3.7199 6.2678 2.8392 -0.593
H -2.8507 6.3418 3.2465 0.293
H -3.7776 7.0426 2.2692 0.308
O -6.7487 -3.1401 -0.7900 -0.653
H -6.3090 -3.4113 -1.6035 0.290
H -6.0215 -2.9063 -0.1975 0.356
O -1.7097 -4.5336 -1.6223 -0.665
H -1.9220 -4.7195 -2.5423 0.288
H -1.9208 -3.5974 -1.5210 0.312
O -0.5579 -7.3731 2.7589 -0.619
H -0.8747 -7.5959 1.8736 0.310
H 0.3800 -7.1954 2.6342 0.313
O 2.7174 2.7066 -3.6239 -0.587
H 2.0589 2.0670 -3.9165 0.272
H 3.5470 2.3599 -3.9735 0.261
O 5.6308 2.7609 3.4873 -0.579
H 4.9312 3.0418 2.8876 0.301
H 6.3499 2.4918 2.9007 0.295
O -9.1536 -5.2835 -0.4867 -0.628
H -8.4965 -5.9705 -0.6324 0.307
H -8.6724 -4.4622 -0.6482 0.317
O -6.6674 2.2863 1.5713 -0.566
H -6.6943 2.6118 2.4771 0.283
H -7.1844 2.9288 1.0749 0.288
O 8.6241 2.1474 2.6097 -0.606
H 8.8866 1.3586 3.0962 0.304
H 9.4378 2.4467 2.1925 0.295
O -1.8498 -0.9606 -6.4293 -0.653
H -1.9979 -0.7271 -5.5029 0.333
H -1.8321 -0.1124 -6.8841 0.289
O -8.1966 -2.9204 2.0410 -0.625
H -7.7565 -3.1938 1.2275 0.316
H -7.4731 -2.6869 2.6316 0.317
O -2.7305 -8.0922 0.4092 -0.602
H -3.1974 -7.7068 -0.3392 0.303
H -3.2435 -8.8771 0.6273 0.302
O 6.2262 -0.0458 -6.3394 -0.567
H 6.2926 0.8628 -6.6511 0.299
H 6.5900 -0.5690 -7.0613 0.280
O -4.3650 -2.5451 -7.2539 -0.636
H -3.9192 -2.7922 -8.0689 0.300
H -3.6433 -2.3006 -6.6592 0.334
O 4.5737 6.7646 -1.1059 -0.624
H 4.8177 5.9594 -0.6290 0.377
H 5.3883 7.0418 -1.5366 0.291
```

Entry 3:
The following is a DFT calculation (ωB97M-V/def2-TZVPD) of a 12-piece molecular cluster, C36H105N9O12 overall in a non-equilibrium geometry.

The charge is 0. The calculation puts the energy above the lowest of the compared OMol25 structures with the same formula, charge and spin at 5.522 eV. As for the HOMO energy: -8.610 eV. Its spin multiplicity is 1. As for the SMILES: COC[C@H](C)N.COC[C@H](C)N.COC[C@H](C)N.COC[C@H](C)N.COC[C@H](C)N.COC[C@H](C)N.COC[C@H](C)N.COC[C@H](C)N.COC[C@H](C)N.O.O.O.

```
162
Properties=species:S:1:pos:R:3:mulliken_charge:R:1
O -1.4546 -0.7481 2.6570 -0.399
H -1.9004 -1.4475 3.1349 0.178
H -1.2720 -1.1243 1.7960 0.171
O 0.5047 1.1699 2.8528 -0.722
H -0.3487 0.7732 3.0278 0.299
H 0.6743 0.9772 1.9307 0.308
O 0.2882 0.5604 0.0150 -0.334
H -0.2272 -0.2082 -0.2295 0.372
H -0.0104 1.2486 -0.5797 0.058
C 5.8125 1.2361 1.6772 -1.235
C 6.1317 2.4250 2.5222 0.311
C 7.4969 3.0981 2.1815 -0.514
O 8.4930 2.1067 2.0318 -0.322
C 9.1097 1.6440 3.2289 -0.730
N 5.0579 3.3462 2.1476 -0.770
H 5.0154 0.6155 2.0866 0.414
H 6.5777 0.4623 1.6160 0.340
H 5.5516 1.4550 0.6417 0.221
H 6.0380 2.0374 3.5366 0.290
H 7.7157 3.9320 2.8484 0.362
H 7.2969 3.5416 1.2060 0.245
H 8.4096 1.1808 3.9242 0.284
H 9.6695 2.3913 3.7913 0.305
H 9.7618 0.7889 3.0511 0.281
H 5.2658 3.6145 1.1963 0.218
H 4.1359 2.9338 2.1386 0.307
C -1.5010 -5.8898 -0.7603 -1.305
C -2.3817 -5.4579 0.3712 0.038
C -2.5030 -6.4707 1.5223 -0.707
O -3.0461 -7.7112 0.9883 -0.394
C -3.1155 -8.8263 1.9348 -0.646
N -1.7240 -4.2551 0.7050 -0.440
H -0.4371 -5.9339 -0.5274 0.357
H -1.6275 -5.1817 -1.5793 0.188
H -1.6889 -6.9152 -1.0788 0.484
H -3.4478 -5.4000 0.1519 0.366
H -3.0599 -6.1429 2.4000 0.414
H -1.4806 -6.7251 1.8019 0.390
H -2.2597 -8.8433 2.6097 0.211
H -3.1957 -9.7646 1.3859 0.266
H -4.0842 -8.6996 2.4182 0.283
H -2.1614 -3.8714 1.5306 0.127
H -0.8387 -4.4530 1.1491 -0.031
C -1.4475 -0.4587 -2.6959 -1.562
C -1.3429 -1.7115 -1.9307 0.200
C -0.0179 -2.4833 -2.1802 0.628
O -0.1123 -3.1869 -3.3837 -0.441
C 0.9074 -3.9595 -3.9018 -0.781
N -1.6636 -1.5638 -0.5117 0.198
H -0.5355 0.1302 -2.5971 0.086
H -2.3003 0.1638 -2.4253 0.252
H -1.4304 -0.6931 -3.7602 0.526
H -2.1899 -2.2876 -2.3032 0.630
H 0.0160 -3.2338 -1.3904 -1.137
H 0.8799 -1.8900 -2.0070 0.613
H 1.1656 -4.7499 -3.1969 0.302
H 1.8166 -3.4134 -4.1533 0.319
H 0.5931 -4.3774 -4.8583 0.285
H -1.5930 -2.4739 -0.0793 0.047
H -2.6230 -1.2480 -0.5142 0.290
C 2.3818 -2.4143 0.6371 -0.966
C 3.2534 -3.4394 -0.1146 0.524
C 4.5734 -3.8166 0.6172 -0.848
O 5.4084 -2.7449 0.3630 -0.228
C 6.6905 -3.0948 0.8132 -0.850
N 2.4890 -4.6558 -0.2367 -0.664
H 1.3444 -2.3576 0.3073 -0.124
H 2.7375 -1.3872 0.5556 0.344
H 2.0665 -2.6503 1.6534 0.282
H 3.3337 -3.0285 -1.1210 0.302
H 5.0639 -4.7087 0.2279 0.526
H 4.4078 -3.8739 1.6931 0.291
H 6.8936 -2.9500 1.8743 0.309
H 7.3968 -2.4394 0.3036 0.242
H 7.0143 -4.0993 0.5410 0.378
H 1.5369 -4.3992 -0.4552 0.091
H 2.4335 -4.9693 0.7218 0.332
C 1.8539 4.1992 -4.8918 -0.860
C 2.7266 3.6371 -3.7005 0.309
C 4.0997 3.5300 -4.2613 -0.864
O 4.9437 3.0977 -3.2063 -0.196
C 6.3135 3.4179 -3.4475 -0.758
N 2.7040 4.5992 -2.6157 -0.700
H 0.8850 4.3167 -4.4064 -0.062
H 1.9221 3.3188 -5.5309 0.384
H 2.2301 5.1544 -5.2580 0.353
H 2.3430 2.6907 -3.3192 0.419
H 4.3718 4.5606 -4.4895 0.375
H 4.1744 2.9223 -5.1631 0.308
H 6.7830 3.7021 -2.5058 0.198
H 6.4377 4.3745 -3.9552 0.340
H 6.8851 2.6253 -3.9304 0.295
H 3.0832 5.4971 -2.8804 0.281
H 3.4084 4.2887 -1.9619 0.185
C -4.0690 1.2066 0.1087 -1.787
C -3.9538 2.7465 -0.1720 1.515
C -2.9901 3.1437 -1.3313 -0.154
O -2.7419 4.5128 -1.1985 -0.280
C -2.0451 5.1715 -2.2936 -0.592
N -5.3235 3.1560 -0.5378 -0.753
H -4.7524 1.0473 0.9428 0.419
H -3.1059 0.7280 0.2860 0.071
H -4.5112 0.6977 -0.7478 0.531
H -3.5305 3.2093 0.7195 -0.397
H -3.3802 2.8808 -2.3145 0.174
H -2.0533 2.6305 -1.1141 -0.045
H -1.6549 6.1665 -2.0797 0.326
H -2.6144 5.2083 -3.2224 0.071
H -1.1827 4.5763 -2.5937 0.207
H -5.2005 4.1570 -0.4847 0.386
H -5.6516 3.0713 -1.4893 0.230
C 0.2232 -7.1441 5.6969 -1.355
C -0.5210 -5.9249 6.1503 0.808
C -1.2605 -5.1959 5.1022 -0.906
O -0.4497 -4.6582 4.0473 -0.173
C 0.2820 -3.4255 4.2943 -0.396
N -1.3824 -6.3687 7.2412 -0.788
H 1.1366 -6.8827 5.1627 0.339
H -0.3331 -7.8240 5.0516 0.148
H 0.6084 -7.7248 6.5350 0.416
H 0.2485 -5.2824 6.5783 0.231
H -1.8223 -4.3750 5.5479 0.384
H -2.0781 -5.7810 4.6810 0.245
H 0.1791 -2.8500 3.3743 -0.198
H 1.3113 -3.6467 4.5767 0.297
H -0.0524 -2.7412 5.0741 0.396
H -2.1359 -6.8438 6.7651 0.281
H -1.8541 -5.5651 7.6308 0.283
C -4.9607 5.4839 -7.2018 -1.437
C -5.3500 4.0977 -6.5276 0.424
C -4.3548 3.5305 -5.5709 -0.263
O -3.1676 3.4332 -6.4308 -0.381
C -2.0268 3.5225 -5.6205 -0.683
N -6.6253 4.2197 -5.9661 -0.689
H -4.1198 5.3533 -7.8830 0.347
H -4.6699 6.3063 -6.5482 0.289
H -5.6744 5.8642 -7.9327 0.424
H -5.4540 3.3879 -7.3483 0.202
H -4.6705 2.5263 -5.2881 0.271
H -4.1425 4.2257 -4.7586 0.101
H -1.6829 4.5133 -5.3240 0.314
H -1.2483 3.1052 -6.2592 0.361
H -1.9530 2.8907 -4.7354 0.274
H -6.6498 4.7225 -5.0905 0.229
H -7.2993 4.7467 -6.5030 0.259
C -2.9213 2.1917 3.7000 -1.054
C -3.7713 3.3417 4.4165 0.213
C -3.8776 4.6114 3.4529 -0.470
O -2.5716 5.1777 3.2670 -0.330
C -2.4500 6.0728 2.1643 -0.620
N -5.1715 2.9738 4.6557 -0.817
H -1.8925 2.5082 3.5284 0.387
H -3.3963 1.8453 2.7822 0.050
H -2.7149 1.3347 4.3411 0.462
H -3.2997 3.6221 5.3584 0.448
H -4.5542 5.3322 3.9119 0.416
H -4.3846 4.3759 2.5172 0.048
H -1.4128 6.0749 1.8292 0.264
H -2.7606 7.0757 2.4574 0.325
H -3.0001 5.8087 1.2611 0.187
H -5.1394 2.0975 5.1568 0.303
H -5.5239 2.6153 3.7797 0.265
```